Below is a molecular structure, C32H46As3N4O6PbSe in a non-equilibrium geometry, with properties calculated with ωB97M-V with the def2-TZVPD basis set.

The geometry in XYZ format:
```
93
C32H46As3N4O6PbSe (ωB97M-V with the def2-TZVPD basis set)
Pb -0.34143 -0.18824 0.02288
O -3.95974 2.67047 0.74195
C -2.78601 2.13656 0.46330
O -2.68176 1.01823 0.00045
C -1.63766 3.03630 0.74989
C -1.82019 4.31511 1.27208
C -0.69827 5.09351 1.51523
C 0.55326 4.55840 1.25992
C 0.63377 3.26471 0.74081
N -0.43691 2.53162 0.47623
C 1.98158 2.64003 0.55601
O 2.96788 3.08310 1.07642
O 1.95219 1.54988 -0.22148
H -4.68323 2.04809 0.55570
H -2.81478 4.67446 1.48205
H -0.80062 6.09627 1.89966
H 1.45899 5.11194 1.45307
C 0.71903 2.86823 -2.98718
As -0.58040 1.46789 -2.45401
C -2.15180 2.63944 -2.63809
C -0.97962 0.53949 -4.16448
C -0.03147 -0.52002 -4.74058
C -0.49452 -0.76268 -6.18542
C -0.12816 -1.85900 -4.00892
As 0.55599 -2.08535 -2.15770
C 2.44176 -2.57319 -2.49427
C -0.06588 -3.94180 -2.03878
C 1.39872 0.00828 -4.73476
As 2.75642 -1.12868 -5.65947
C 2.70873 -0.27045 -7.43012
C 4.31497 -0.09649 -5.03164
H 0.48990 3.24771 -3.98392
H 1.74446 2.50637 -2.97082
H 0.63321 3.68756 -2.27027
H -2.11931 3.16185 -3.59588
H -2.17962 3.38218 -1.84188
H -3.06340 2.04632 -2.59637
H -1.11042 1.32865 -4.91437
H -1.96306 0.08578 -3.99554
H -1.54462 -1.05070 -6.20500
H 0.08740 -1.56245 -6.64529
H -0.37745 0.14136 -6.78155
H 0.39768 -2.61199 -4.60909
H -1.18172 -2.15610 -3.95796
H 2.48853 -3.29580 -3.30915
H 2.85387 -3.02911 -1.59187
H 3.04902 -1.70967 -2.75928
H 0.28980 -4.50375 -2.90412
H -1.15391 -3.96932 -2.01929
H 0.31158 -4.41010 -1.13066
H 1.70608 0.12770 -3.68481
H 1.41718 0.99783 -5.20180
H 1.87893 -0.62684 -8.03588
H 3.63008 -0.50805 -7.96028
H 2.63819 0.81177 -7.33483
H 4.54855 -0.29330 -3.98624
H 4.14732 0.97170 -5.16101
H 5.18588 -0.37836 -5.62119
C 0.32473 -2.31097 4.47662
N -0.98074 -2.40801 3.88617
C -1.77437 -3.51817 3.89170
C -2.91617 -3.20671 3.23105
N -2.81369 -1.90784 2.82594
C -3.80214 -1.16514 2.09547
C -1.61553 -1.43690 3.21087
Se -0.98022 0.26762 2.88165
H 0.39231 -2.99468 5.32108
H 0.48947 -1.28853 4.81726
H 1.08721 -2.57253 3.74178
H -1.47318 -4.43476 4.35465
H -3.78159 -3.80042 3.02496
H -4.73083 -1.72976 2.07417
H -3.45570 -1.00327 1.07145
H -3.95604 -0.20302 2.58556
O -0.15568 -2.66292 0.91910
C -1.27781 -2.88884 0.44887
O -1.96591 -2.05895 -0.18362
H -1.72623 -3.89453 0.59790
C 2.77260 -0.73099 1.61042
C 3.54467 0.20759 1.05663
C 4.72348 0.71515 1.72520
C 5.61318 1.50494 1.10659
C 5.39801 1.90644 -0.26928
C 4.27637 1.57722 -0.93308
C 3.19262 0.76730 -0.30464
C 6.40423 2.67605 -0.90569
N 7.22515 3.28363 -1.42144
H 2.99604 -1.11150 2.59142
H 1.92577 -1.16871 1.10026
H 4.86567 0.40442 2.74942
H 6.49133 1.87650 1.61074
H 4.09423 1.92013 -1.94062
H 2.89318 -0.04573 -0.98305
```

Computed properties:
Frontier orbital gap: 6.599 eV
Total energy: -11218.860209 a.u.
Total charge: +1
HOMO level: -0.359 hartree
2S+1: 1
Largest force on an atom: 0.030 hartree/bohr

***

Below is a molecular structure, C55H38CuN2O8P2S, with properties calculated with ωB97M-V with the def2-TZVPD basis set.

The geometry in XYZ format:
```
107
C55H38CuN2O8P2S (ωB97M-V with the def2-TZVPD basis set)
Cu -0.17828 -0.44528 -0.39941
O -0.81345 2.58500 -0.61387
S -0.12300 1.75025 0.40545
C 1.35623 2.62699 0.86073
C 1.17024 3.75401 1.62837
C 2.21111 4.64749 1.94485
C 3.44662 4.38611 1.43602
C 4.74600 5.13561 1.58577
C 5.75837 4.35402 0.71072
C 4.96298 3.21149 0.13144
C 5.32808 2.21672 -0.72531
C 4.34343 1.28604 -1.10319
C 3.03633 1.31252 -0.66247
P 1.99295 -0.05509 -1.26015
C 2.98497 -1.51277 -0.83584
C 2.99915 -1.88978 0.50653
C 3.70651 -3.01114 0.90582
C 4.39842 -3.76749 -0.03082
C 4.39137 -3.39274 -1.36627
C 3.68714 -2.26613 -1.77017
C 1.92371 0.08799 -3.06540
C 1.37272 -0.96479 -3.80023
C 1.18866 -0.83055 -5.16671
C 1.52372 0.35521 -5.80828
C 2.04049 1.41334 -5.07663
C 2.24066 1.28128 -3.70962
C 2.63006 2.33967 0.25237
C 3.63381 3.26629 0.59897
C -1.12503 1.70732 1.86810
C -0.59696 1.76237 3.13402
C -1.41787 1.82912 4.28170
C -2.76970 1.88369 4.10174
C -3.90342 2.01486 5.09012
C -5.19613 1.94739 4.23003
C -4.71015 1.72292 2.81807
C -5.37874 1.47701 1.65461
C -4.61754 1.13919 0.51251
C -3.24022 1.14271 0.47978
P -2.40660 0.19422 -0.84047
C -2.62192 0.99082 -2.44507
C -2.03848 0.34888 -3.53721
C -2.09902 0.92922 -4.79344
C -2.73482 2.15306 -4.96285
C -3.30385 2.79726 -3.87401
C -3.24610 2.21885 -2.61366
C -3.40710 -1.31655 -0.89313
C -4.29692 -1.60959 -1.91981
C -5.00564 -2.80458 -1.90626
C -4.82616 -3.70772 -0.87087
C -3.93858 -3.41717 0.15778
C -3.23098 -2.22871 0.14649
C -2.53130 1.54814 1.65311
C -3.30193 1.73990 2.80550
H 0.17880 3.97231 1.99944
H 2.01004 5.51109 2.56501
H 5.05376 5.16726 2.63166
H 4.63664 6.16941 1.25573
H 6.60150 3.98476 1.29567
H 6.17288 4.97753 -0.08254
H 6.33388 2.12831 -1.11491
H 4.63780 0.49065 -1.77946
H 2.44479 -1.32513 1.24884
H 3.69655 -3.29869 1.94948
H 4.93552 -4.65494 0.27806
H 4.92585 -3.98054 -2.10107
H 3.67980 -1.98597 -2.81562
H 1.05992 -1.87438 -3.30220
H 0.76944 -1.65622 -5.72756
H 1.37314 0.45570 -6.87569
H 2.28902 2.34643 -5.56534
H 2.63988 2.11634 -3.14781
H 0.47664 1.77746 3.26533
H -0.96179 1.85675 5.26208
H -3.83181 2.95285 5.64240
H -3.86781 1.21038 5.82578
H -5.77643 2.86849 4.30208
H -5.84993 1.13510 4.54928
H -6.45959 1.44703 1.60595
H -5.15305 0.78662 -0.36230
H -1.52603 -0.59958 -3.40277
H -1.63922 0.42852 -5.63549
H -2.77940 2.60786 -5.94433
H -3.78747 3.75722 -4.00119
H -3.66558 2.73421 -1.75878
H -4.43330 -0.91432 -2.73872
H -5.69078 -3.02892 -2.71364
H -5.36727 -4.64494 -0.87032
H -3.78090 -4.12662 0.95980
H -2.52765 -2.01506 0.94515
O -0.48796 -4.30358 -1.52264
C -0.26139 -3.32451 -0.83338
O -0.24348 -2.12028 -1.33689
C 0.09534 -3.51152 0.63032
C 0.37866 -4.81866 1.00509
C 0.76897 -5.13588 2.29187
C 0.88945 -4.16261 3.27846
C 0.59778 -2.88593 2.89722
C 0.18717 -2.47527 1.60173
O -0.06009 -1.22405 1.43816
N 0.74167 -1.78818 3.87170
O -0.16293 -1.59955 4.65808
O 1.75225 -1.11255 3.80025
N 1.07793 -6.52225 2.63829
O 0.95127 -7.37174 1.77681
O 1.44921 -6.75239 3.77827
H 0.29393 -5.59025 0.25385
H 1.20052 -4.41473 4.28137
```

Computed properties:
Frontier orbital gap (spin up / spin down): 7.306 / 6.800 eV
Total energy: -5551.391488 a.u.
HOMO level (spin up / spin down): -0.289 / -0.289 hartree
2S+1: 2
Largest force on an atom: 0.009 hartree/bohr

***

Below is a gas-phase ion, C16H9N6O6 (charge -1) in a non-equilibrium geometry, with properties calculated with ωB97M-V with the def2-TZVPD basis set.

The geometry in XYZ format:
```
37
C16H9N6O6 (ωB97M-V with the def2-TZVPD basis set)
C -0.14641 2.12812 -1.90952
C -0.36830 0.77260 -1.19980
C -0.99648 -0.18350 -2.13236
N -1.54217 -0.89605 -2.87486
C -1.32219 0.90201 0.00752
C -1.58299 2.15370 0.58362
C -2.36265 2.25694 1.73098
C -2.94942 1.11542 2.28696
C -3.66736 1.23633 3.52521
N -4.22926 1.35259 4.54595
C -2.75364 -0.13059 1.67877
C -1.95420 -0.23178 0.53339
H 0.39215 2.82851 -1.25712
H 0.47434 1.92869 -2.78989
H -1.11224 2.54696 -2.21870
H -1.14627 3.05203 0.14796
H -2.50374 3.23156 2.20166
H -3.23215 -1.01953 2.10173
H -1.80384 -1.20560 0.05875
O 2.61417 -4.09590 1.70472
N 2.56080 -3.74528 0.51423
O 2.92717 -4.49488 -0.42308
C 2.05713 -2.43724 0.12875
C 1.95027 -2.15782 -1.25035
C 1.51138 -0.93689 -1.71901
N 1.70605 -0.66596 -3.12759
O 2.05391 -1.61812 -3.86813
O 1.58120 0.49341 -3.58025
C 1.01447 0.20715 -0.82462
C 1.20950 -0.19868 0.60326
N 1.24633 0.69063 1.66677
O 1.06549 1.89192 1.79277
O 1.64335 -0.09895 2.79865
N 1.94930 -1.38490 2.43279
C 1.72757 -1.40245 1.06843
H 2.25521 -2.92370 -1.96697
H 1.73353 1.03924 -0.97061
```

Computed properties:
Frontier orbital gap: 7.177 eV
Total energy: -1394.837933 a.u.
SMILES: C[C@](C#N)(c1ccc(C#N)cc1)[C@@H]1C(=[N+]([O-])[O-])C=C([N+](=O)[O-])c2no[n+]([O-])c21
Total charge: -1
HOMO level: -0.186 hartree
2S+1: 1
Largest force on an atom: 0.065 hartree/bohr